8
Properties=species:S:1:pos:R:3 method="wB97M-V/def2-TZVPD" e_tot_ev=-13431.9701 orbital_gap_ev="7.31 / 3.15" e_homo_ev="-13.70 / -13.21" lumo_ev="-6.3896 / -10.0603" multiplicity=2 relative_energy_kcal_mol=45.4 total_charge=+1 s_squared=0.76
S -0.16810 -1.25348 1.89953
H -0.50480 -0.08778 1.32770
C 0.35022 0.80358 -1.82388
N 0.06833 1.87454 -2.38295
H 0.58368 0.86852 -0.75236
H 0.34773 -0.19840 -2.27450
H 0.84848 -0.75772 2.62530
H -0.67897 1.83696 -3.09939


22
Properties=species:S:1:pos:R:3 method="wB97M-V/def2-TZVPD" e_tot_ev=-13952.6862 orbital_gap_ev=8.92 e_homo_ev=-8.10 lumo_ev=0.8131 relative_energy_kcal_mol=66.5 smiles="Nc1c[nH]cn1.O=C1CCC1"
N -2.19003 2.62370 0.13377
C -1.07694 1.97891 -0.37832
C -1.00936 0.96322 -1.21814
N 0.32314 0.60150 -1.41276
C 1.04203 1.52463 -0.61891
N 0.22773 2.40296 -0.11419
H -2.70685 1.88268 0.59695
H -1.88087 3.27073 0.71020
H -1.85722 0.50881 -1.75480
H 0.52983 -0.09960 -2.11491
H 2.10737 1.74210 -0.49890
O -0.89789 -1.99457 -1.14638
C -0.09554 -1.83266 -0.26616
C 1.34101 -2.25592 0.03943
C 1.24527 -1.11520 1.19968
C -0.29538 -1.27014 1.14283
H 1.97558 -1.98978 -0.77526
H 1.27505 -3.13563 0.58412
H 1.87543 -1.46467 2.08435
H 1.54979 -0.14956 0.69885
H -0.70543 -1.95634 1.86627
H -0.77671 -0.23518 1.24227